1.
56
Properties=species:S:1:pos:R:3:forces:R:3 method="wB97M-V/def2-TZVPD" lumo_energy_ev=2.36 largest_force_ev_per_a=3.16 orbital_gap_ha=0.155 homo_ev=-1.865 charge=-2
Mg -0.02119 8.63581 -16.68242 1.19 -0.50 1.27
Mg -0.43607 2.97675 -17.20386 1.53 -1.18 1.37
S 2.26202 1.23870 -16.38554 -0.40 -2.05 -0.05
O 1.30488 2.28195 -16.99191 0.14 0.74 -0.80
O 2.20430 1.42336 -14.93414 0.10 -0.07 -0.55
O 1.68788 -0.06848 -16.80574 -0.07 0.25 0.22
O 3.59291 1.42429 -16.96816 -0.28 0.52 0.12
S -0.74860 5.73665 -15.42885 2.99 -0.34 -0.96
O -2.15061 6.06903 -15.83973 -0.12 -0.24 0.12
O -0.25686 4.48121 -16.05952 -1.16 1.84 0.89
O 0.15789 6.83645 -15.84841 -1.00 -1.06 0.25
O -0.63657 5.57189 -13.96475 -1.40 -0.09 -0.55
S 2.74045 9.82326 -15.33686 0.91 0.51 0.59
O 3.39609 8.57095 -14.95765 -0.46 -0.10 -0.42
O 2.62499 10.72533 -14.17813 -0.04 0.08 -0.62
O 3.38285 10.43883 -16.51649 -0.07 0.14 0.04
O 1.29501 9.53691 -15.78913 -0.57 0.14 -0.27
O -2.36328 3.39243 -17.51853 -0.62 0.02 -0.84
H -2.84497 3.41293 -18.34993 -0.07 -0.08 0.04
H -2.88329 3.95024 -16.91982 -0.05 0.01 0.29
O -4.56365 4.96162 -16.25615 0.18 0.19 0.09
H -5.16764 4.85028 -15.51650 0.03 -0.16 -0.05
H -3.79582 5.45784 -15.89554 -0.06 -0.10 -0.12
O -1.53512 7.81337 -17.70616 -1.35 0.14 -0.39
H -1.67247 7.44114 -18.57839 0.28 0.09 -0.08
H -2.03952 7.22459 -17.08263 0.38 0.07 0.07
O 3.13618 4.39999 -15.62874 -0.14 0.11 -0.52
H 2.39556 5.01868 -15.62879 0.09 -0.15 0.13
H 2.79133 3.57791 -16.03034 0.15 0.41 0.43
O -1.91989 3.17028 -13.37971 -0.18 0.33 -0.14
H -2.57923 3.29096 -12.69130 0.14 -0.06 0.11
H -1.46908 4.03734 -13.44908 -0.04 -0.12 0.07
O -1.50609 5.74761 -11.30524 -0.15 -0.26 -0.09
H -2.34645 6.11150 -11.62093 0.37 0.08 0.11
H -0.91683 5.87039 -12.07213 -0.09 0.02 0.74
O -1.35437 9.13757 -15.15027 -0.94 0.32 -0.07
H -1.78943 8.63943 -14.44281 0.15 -0.14 -0.09
H -1.58184 10.05928 -14.98753 0.36 -0.01 0.13
O -1.04181 1.81812 -15.58844 -0.91 -0.23 0.27
H -1.42980 2.27677 -14.81172 0.18 -0.26 -0.17
H -0.57568 1.04566 -15.23630 0.56 0.27 -0.28
O 1.12962 7.92583 -18.26418 -0.01 -0.35 -1.05
H 1.50400 8.38378 -19.02417 0.24 0.20 0.33
H 1.69448 7.15626 -18.11530 0.11 0.27 0.51
O 1.28995 2.77594 -12.70756 -0.16 0.06 0.49
H 0.53914 3.28509 -13.03323 0.20 -0.05 -0.06
H 1.53117 3.20629 -11.87968 -0.05 0.10 -0.10
O 1.19681 7.03926 -12.71185 -0.47 -0.34 0.23
H 2.03216 6.57547 -12.83840 0.00 0.23 -0.24
H 0.54436 6.54493 -13.24730 0.99 0.46 0.27
O 0.36629 4.05962 -18.74070 -0.31 0.62 -1.04
H 1.15974 4.57559 -18.54565 0.13 -0.49 0.39
H 0.09929 4.30733 -19.63069 0.04 -0.05 0.05
O -2.97029 7.08065 -13.19191 -0.02 0.19 -0.37
H -2.22606 6.65080 -13.66798 -0.33 -0.04 0.39
H -3.75958 6.68823 -13.57778 0.08 0.09 -0.12

2.
38
Properties=species:S:1:pos:R:3:forces:R:3 method="wB97M-V/def2-TZVPD" lumo_energy_ev=-3.09 largest_force_ev_per_a=3.09 orbital_gap_ha=0.380 homo_ev=-13.444 charge=+1
N -0.46987 -0.24092 -0.60542 -0.57 -0.85 2.73
H -0.30687 -0.41792 0.43858 0.41 0.45 -1.65
H 0.25613 0.23708 -1.08942 0.98 0.98 0.05
H -1.36587 0.22408 -0.62242 -0.47 0.43 -0.26
H -0.53087 -1.13792 -1.03642 -0.28 -1.09 -0.36
O -3.11287 2.07908 -0.06242 -0.09 -0.55 -0.17
H -2.81987 2.07508 -0.96142 -0.75 0.13 -1.58
H -2.24087 2.26208 0.25958 0.82 0.39 1.81
O -0.36787 0.81508 -3.44142 0.05 0.04 2.68
H -1.21687 1.24708 -3.35142 -0.30 0.19 -0.06
H -0.25187 0.67408 -4.34242 0.30 -0.22 -2.66
O 1.31413 -2.53392 0.72958 0.54 0.06 -0.51
H 1.90613 -2.06892 1.32658 -0.09 0.20 0.43
H 1.93313 -2.94292 0.10658 -0.45 -0.29 0.11
O 0.43713 -0.11892 3.09858 0.24 1.13 -1.21
H 0.38613 -0.80792 3.73458 -0.39 -1.22 0.85
H 1.22813 0.38208 3.30158 0.24 0.03 0.19
O -2.64087 -1.37292 1.20058 0.50 0.08 -0.68
H -3.31387 -2.04892 1.17058 -0.48 -0.27 -0.05
H -2.92687 -0.72892 1.83958 -0.43 0.59 0.38
O 0.98913 -1.98092 -2.86242 -1.19 0.58 0.39
H 1.79013 -2.11692 -3.33142 1.28 -0.70 -0.92
H 0.64813 -1.17892 -3.28742 -0.28 -0.07 0.13
O -0.36687 2.85208 -1.10442 0.80 -0.56 -0.87
H 0.05613 3.57408 -0.66242 -0.30 1.16 1.07
H 0.36713 2.70608 -1.72242 -0.48 -0.59 -0.47
O -0.77787 -2.67092 2.62858 -2.17 0.35 1.99
H -1.50887 -2.21692 2.16758 0.20 -0.24 0.46
H -0.14987 -2.70792 1.96558 2.30 -0.54 -2.00
O -0.76787 2.05908 1.73258 -0.98 -0.93 1.11
H -0.03187 2.28908 1.20558 1.26 0.36 -1.06
H -0.43487 1.31108 2.27458 -0.45 0.39 -0.09
O 2.54613 -0.53292 -1.21242 -0.84 1.06 -1.64
H 2.91813 -1.01492 -0.52042 1.18 -0.78 2.01
H 2.08613 -1.22792 -1.70742 -0.23 0.25 -0.19
O 1.99013 1.48508 0.88158 -0.58 -0.74 -0.52
H 2.09713 2.06208 1.61958 0.36 0.78 0.82
H 2.65413 1.73408 0.24158 0.37 0.02 -0.25

3.
38
Properties=species:S:1:pos:R:3:forces:R:3 method="wB97M-V/def2-TZVPD" lumo_energy_ev=-3.69 largest_force_ev_per_a=2.54 orbital_gap_ha=0.372 homo_ev=-13.804 charge=+1
N 15.78900 18.19300 7.20700 0.47 0.94 2.31
H 15.79300 19.02600 6.61100 0.31 0.11 0.36
H 15.50400 17.40500 6.66300 0.15 -1.04 -0.31
H 15.08600 18.32700 7.98300 0.71 -0.08 -0.95
H 16.73800 18.07300 7.68100 -1.26 0.03 -1.10
O 17.66700 14.87300 7.43600 0.86 -0.08 0.61
H 16.72200 14.91500 7.32700 -0.58 0.00 -0.33
H 18.04900 15.30700 6.67400 0.27 0.19 -0.16
O 17.08700 20.09500 4.74200 -0.89 -1.71 0.26
H 17.14800 20.77200 4.08600 0.10 0.92 -0.64
H 16.55000 19.39600 4.30400 0.70 0.78 0.32
O 16.41600 16.01100 4.96700 -0.04 -1.65 1.04
H 15.90800 15.18700 4.94800 0.48 -0.05 0.05
H 15.95500 16.57000 4.39100 -1.04 1.39 -1.58
O 11.99700 16.93900 7.49300 -0.70 0.04 -0.41
H 12.44700 16.62600 6.70100 0.04 0.02 0.35
H 12.61300 16.81800 8.21500 0.26 -0.03 0.51
O 12.99200 19.63200 7.01700 -0.41 -0.91 0.96
H 12.32500 18.94700 6.88600 -0.14 -0.48 0.72
H 13.08600 20.00100 6.16900 0.31 1.25 -1.67
O 13.35700 17.63700 9.74300 0.97 -0.28 0.21
H 12.88000 18.45500 9.71500 -0.72 0.74 -0.11
H 13.95700 17.76100 10.49100 0.00 -0.33 -0.04
O 17.53700 16.66800 9.82000 0.20 -1.44 -0.40
H 17.84300 16.03300 10.52000 -0.38 0.96 -1.06
H 17.63400 16.15300 8.96500 0.17 0.37 1.24
O 13.40400 17.15200 5.26800 1.34 0.26 0.53
H 13.39300 16.38000 4.73800 0.14 -1.36 -1.04
H 12.61600 17.58500 4.99700 -1.19 0.97 -0.41
O 15.05700 20.81300 8.20800 -0.84 -0.85 0.37
H 14.27400 20.26100 7.93100 0.72 1.10 0.46
H 14.84000 21.10400 9.11200 0.24 -0.01 -0.57
O 15.02400 15.18200 7.46200 -0.03 0.44 0.00
H 14.30300 14.92400 6.89700 -0.52 -0.29 -0.20
H 14.88900 14.70400 8.28100 -0.12 -0.15 0.44
O 18.33200 17.52000 5.81300 -0.08 0.08 0.64
H 18.88700 17.97200 5.19400 0.82 0.79 -0.23
H 17.83900 16.93800 5.24500 -0.28 -0.63 -0.13

4.
39
Properties=species:S:1:pos:R:3:forces:R:3 method="wB97M-V/def2-TZVPD" lumo_energy_ev="2.39 / 2.34" largest_force_ev_per_a=1.39 orbital_gap_ha="0.092 / 0.375" homo_ev="-0.116 / -7.858" spin_multiplicity=2 charge=-1
O -24.63668 23.95380 9.81413 0.35 0.61 0.46
H -23.90656 23.84186 9.20534 0.16 -0.30 -0.35
H -25.33857 24.32715 9.28102 -0.24 0.11 0.13
O -23.59172 19.32224 11.97175 1.00 0.26 0.45
H -24.07435 18.51522 11.79281 -0.40 -0.77 -0.24
H -24.27069 19.98560 12.09500 -0.48 0.59 0.08
O -27.32554 22.24935 10.10530 -0.72 0.77 0.07
H -26.39422 22.06975 10.23422 0.22 -0.40 0.29
H -27.76323 21.43374 10.34911 0.02 -0.38 -0.10
O -25.40744 22.24501 7.93518 0.26 0.44 -1.29
H -26.06778 22.93560 7.99240 -0.35 -0.13 -0.08
H -25.42056 21.82843 8.79687 -0.02 -0.67 -0.03
O -22.42199 20.48784 9.69829 0.19 0.84 -0.78
H -22.62386 20.56143 10.63107 0.02 -0.33 0.68
H -22.41411 19.54593 9.52804 0.07 -0.52 0.09
O -21.53594 23.20269 12.50380 0.04 0.06 -0.15
H -20.75322 23.54250 12.07009 0.24 0.12 -0.32
H -21.31822 22.29483 12.71506 0.04 -0.50 0.28
O -22.96059 25.25630 13.54728 -0.28 0.43 0.14
H -22.32666 25.96675 13.64530 0.04 0.21 0.11
H -22.46998 24.55413 13.12008 0.30 -0.57 0.08
O -25.06838 20.97342 14.55987 0.35 -0.10 0.42
H -25.74033 21.56805 14.22650 -0.55 0.51 -0.26
H -25.31266 20.11588 14.21173 0.07 -0.34 -0.12
O -25.26388 20.38796 9.86617 -0.62 0.55 0.14
H -24.30945 20.36279 9.79786 0.84 0.00 -0.14
H -25.52256 19.47045 9.95280 -0.32 -0.65 0.05
O -22.53883 21.79511 15.61840 0.69 0.36 0.32
H -23.30747 21.80097 15.04796 -0.69 -0.27 -0.18
H -21.96563 21.12735 15.24189 0.04 -0.24 -0.06
O -25.23161 26.08308 12.19154 -0.81 0.39 -0.33
H -24.75085 26.81609 11.80710 0.14 0.07 -0.05
H -24.55942 25.42882 12.38220 0.31 -0.16 0.32
O -24.29488 22.39701 11.95696 -0.09 -0.71 0.53
H -24.41189 22.85255 11.12328 -0.13 0.46 -0.63
H -23.40580 22.62231 12.23082 0.25 0.16 0.19
O -26.78896 22.86816 13.02439 -0.59 -0.06 0.90
H -25.93599 22.70335 12.62250 0.77 0.11 -0.35
H -27.41655 22.44816 12.43620 -0.15 0.06 -0.28

5.
39
Properties=species:S:1:pos:R:3:forces:R:3 method="wB97M-V/def2-TZVPD" lumo_energy_ev=-0.44 largest_force_ev_per_a=10.47 orbital_gap_ha=0.293 homo_ev=-8.412 charge=0
H -1.01773 0.88224 -1.01581 0.14 -0.26 -0.11
H -0.37269 -0.09427 -0.04608 0.09 -0.04 -0.09
H -3.15530 -0.02686 -1.37939 0.49 -0.29 -0.60
H -2.73425 0.37232 0.02539 -0.09 -0.56 -0.21
H 4.01203 -0.56073 -2.54581 -0.25 -0.58 0.58
H 3.47279 -0.76126 -1.13902 0.27 -0.04 -0.40
H 1.07173 -2.20276 -3.80249 0.07 0.01 0.05
H 1.34938 -3.62334 -3.33890 0.10 0.01 -0.01
H -0.76331 -2.49633 0.95749 0.60 -0.17 -0.42
H -2.01060 -2.96116 0.22384 -0.14 0.08 -0.05
H 3.08794 1.64671 -1.58275 0.55 -0.23 -0.26
H 4.32616 1.36428 -2.41768 0.26 0.03 -0.26
H -2.19593 2.78438 -0.96742 -0.04 0.20 -0.06
H -3.30914 2.24734 -0.08289 -0.07 0.15 -0.02
H -4.77647 0.99710 0.68922 -0.46 0.02 0.08
H -4.52393 0.01321 1.81980 -0.93 0.08 0.57
H 2.05053 1.27830 3.13905 0.07 -0.07 0.18
H 2.72281 2.61192 3.42106 0.07 -0.08 0.06
H -3.07940 -1.00649 2.05655 -0.23 -0.09 0.00
H -2.54927 -2.37908 2.43737 -1.05 0.44 0.15
H -0.19167 -4.11511 1.13206 -0.06 -0.36 -0.14
H 0.21958 -3.71170 -0.27441 0.21 -0.19 -0.07
H 1.97776 4.25217 1.42343 0.01 -0.06 -0.06
H 0.60240 3.78723 0.97371 0.01 0.07 -0.06
H 2.88988 1.33713 1.06070 -0.23 0.38 -0.05
H 2.27213 2.14128 -0.07145 -0.22 -0.01 0.75
O -0.22040 0.35700 -0.88403 -0.06 0.30 0.02
O -3.23637 -0.29420 -0.45692 4.50 -0.83 -5.67
O 4.01220 -1.18815 -1.81414 0.32 -2.26 -0.21
O 1.72345 -2.73507 -3.33249 -0.31 -0.10 -0.08
O -1.70444 -2.65948 1.08653 8.66 -3.75 -4.52
O 3.82604 1.03217 -1.66364 0.93 2.70 -2.64
O -3.07264 3.00328 -0.63208 0.16 -0.17 0.06
O -4.42425 0.11768 0.86683 -4.19 1.85 5.57
O 2.24836 2.13028 2.73411 0.50 -1.07 1.47
O -3.12963 -1.93636 1.80794 -7.86 3.77 5.43
O 0.33830 -4.40745 0.38196 0.32 -0.13 -0.05
O 1.50490 3.47519 1.10454 -0.90 1.54 -1.24
O 2.75907 1.32860 0.10582 -1.25 -0.31 2.30

6.
39
Properties=species:S:1:pos:R:3:forces:R:3 method="wB97M-V/def2-TZVPD" lumo_energy_ev=-0.15 largest_force_ev_per_a=0.51 orbital_gap_ha=0.360 homo_ev=-9.946 charge=0
O -0.16994 -0.25653 -2.88206 -0.20 0.00 -0.01
H -0.13579 -1.17318 -2.56118 0.14 0.13 -0.44
H -0.39953 -0.32194 -3.81498 0.02 -0.03 0.09
O -0.68526 3.22645 0.28932 -0.09 0.19 -0.10
H -0.31768 3.30587 -0.60108 0.15 -0.13 0.13
H -1.05619 4.09732 0.48157 0.15 -0.04 -0.08
O -3.11020 0.73114 -0.64511 0.00 0.18 -0.04
H -3.17945 1.27380 -1.43744 0.03 -0.08 0.02
H -3.22767 1.34620 0.09216 -0.07 -0.14 0.15
O 0.61653 -2.66954 -1.63312 -0.34 0.25 0.27
H -0.14002 -2.32793 -1.10552 0.16 -0.43 0.09
H 0.56890 -3.62644 -1.52720 0.09 0.08 0.03
O -1.98207 -1.87806 -0.79921 -0.12 0.22 -0.21
H -2.57012 -2.37508 -1.37857 0.01 -0.05 0.14
H -2.42758 -1.01501 -0.67450 0.14 -0.05 -0.04
O 2.68526 1.61102 1.33210 0.10 -0.01 0.05
H 2.60612 1.10103 0.51739 -0.10 0.05 0.04
H 1.77785 1.84429 1.55201 0.01 -0.03 -0.05
O 2.84402 -0.84227 -1.30056 -0.38 -0.34 -0.04
H 2.14136 -1.52861 -1.36335 0.23 0.28 -0.20
H 3.54026 -1.13403 -1.89992 -0.03 0.06 0.08
O 2.63328 -1.65045 1.40016 0.07 0.08 -0.19
H 3.30677 -1.18412 1.90754 -0.04 0.03 -0.08
H 2.72437 -1.30064 0.49372 0.15 -0.09 0.46
O 1.91164 1.81994 -2.19197 -0.04 0.10 0.26
H 1.04748 1.63439 -2.56888 -0.02 -0.21 -0.10
H 2.14185 0.97667 -1.76581 0.02 0.09 -0.22
O -1.86392 -2.43547 2.11602 -0.18 0.18 0.15
H -1.76197 -1.91764 1.30882 0.06 -0.16 0.08
H -1.45881 -1.89222 2.80833 0.19 -0.18 -0.21
O -2.92327 2.57449 2.00332 0.27 0.08 -0.36
H -2.05776 2.68119 1.57283 -0.25 -0.13 0.27
H -2.91703 3.17285 2.75707 -0.03 -0.12 -0.01
O 0.01212 0.08523 0.22929 0.06 -0.21 -0.26
H -0.28991 -0.15223 -0.66196 0.04 0.32 0.29
H -0.35764 0.96103 0.37489 -0.10 0.12 0.01
O 0.45042 -1.02665 3.26072 -0.07 0.41 0.00
H 1.15654 -0.92592 3.90476 -0.03 -0.06 -0.01
H 0.86700 -0.80895 2.41042 0.00 -0.35 0.05